1.
Formula: C5H4LiO
Source: the OMol25 dataset
Level of theory: the ωB97M-V functional and the def2-TZVPD basis

Summary:
orbital gap: 3.078 eV
net charge: -1

```
11
C5H4LiO | the OMol25 dataset | the ωB97M-V functional and the def2-TZVPD basis
C 0.678 -0.626 0.505
C 1.849 -0.276 -0.330
C 2.797 0.086 -1.046
H 0.904 -1.463 1.181
H 0.436 0.283 1.318
C -0.479 -1.054 -0.379
Li -2.109 -1.514 -1.442
O -1.224 -0.018 -0.598
C -0.729 1.252 0.264
H -0.591 2.043 -0.484
H -1.533 1.287 1.012
```

2.
Formula: C4H10S2
Source: the OMol25 dataset
Level of theory: the ωB97M-V functional and the def2-TZVPD basis

Summary:
relative energy (zero: lowest compared OMol25 entry of this formula, charge and spin): 39.02 kcal/mol
orbital gap: 9.555 eV
SMILES: C=CC.CSS

```
16
C4H10S2 | the OMol25 dataset | the ωB97M-V functional and the def2-TZVPD basis
C 1.917 2.105 0.442
C 1.331 1.385 1.410
C 1.659 -0.034 1.689
H 1.814 3.178 0.365
H 2.227 1.521 -0.424
H 0.909 1.973 2.225
H 0.710 -0.578 1.802
H 2.179 -0.531 0.862
H 2.296 -0.207 2.549
C -2.393 -2.103 -1.243
S -3.117 -0.574 -2.030
S -1.601 0.812 -1.616
H -3.095 -2.491 -0.502
H -1.433 -1.955 -0.771
H -2.428 -2.819 -2.060
H -0.974 0.319 -2.698
```

3.
Formula: CO3PS
Source: the OMol25 dataset
Level of theory: the ωB97M-V functional and the def2-TZVPD basis

Summary:
relative energy (zero: lowest compared OMol25 entry of this formula, charge and spin): 39.03 kcal/mol
orbital gap: 5.129 eV
SMILES: O=POC([O-])=S
net charge: -1

```
6
CO3PS | the OMol25 dataset | the ωB97M-V functional and the def2-TZVPD basis
O -0.499 2.866 0.701
P -1.130 1.607 0.262
O 0.176 0.246 0.137
C 0.261 -1.056 -0.304
O -0.696 -1.691 -0.689
S 1.887 -1.972 -0.106
```

4.
Formula: C5H11NO2
Source: the OMol25 dataset
Level of theory: the ωB97M-V functional and the def2-TZVPD basis

Summary:
relative energy (zero: lowest compared OMol25 entry of this formula, charge and spin): 80.48 kcal/mol
orbital gap: 7.957 eV

```
19
C5H11NO2 | the OMol25 dataset | the ωB97M-V functional and the def2-TZVPD basis
C -0.866 0.008 0.066
C 1.722 -0.384 -0.513
C -0.157 -1.256 0.544
C -1.149 0.989 1.183
C -1.720 -0.091 -1.058
N 0.762 0.682 -0.840
O 1.246 -0.988 0.655
O 3.019 0.061 -0.304
H 3.091 0.331 0.621
H 1.045 1.583 -0.466
H 1.746 -1.091 -1.352
H -0.312 -2.071 -0.170
H -0.477 -1.563 1.540
H -1.901 0.577 1.857
H -0.248 1.183 1.769
H -1.533 1.926 0.781
H 0.265 0.604 -1.803
H -2.567 0.585 -1.095
H -1.967 -1.084 -1.414
```

5.
Formula: C31H46AlO30
Source: the OMol25 dataset
Level of theory: the ωB97M-V functional and the def2-TZVPD basis

Summary:
orbital gap: 7.370 eV
net charge: -1

```
108
C31H46AlO30 | the OMol25 dataset | the ωB97M-V functional and the def2-TZVPD basis
C -1.081 4.328 -1.437
C -1.972 3.176 -1.021
O -3.139 3.248 -1.129
O -1.323 2.125 -0.493
C -1.308 0.943 -1.366
C -1.129 1.227 -2.851
Al -0.046 -0.287 -3.746
O 0.627 0.469 -5.315
H -1.174 4.501 -2.502
H -0.044 4.056 -1.254
H -1.282 5.222 -0.854
H -2.203 0.354 -1.206
H -0.453 0.360 -1.031
H -2.114 1.195 -3.319
H -0.585 2.144 -3.070
H 1.243 -0.622 -2.849
H -0.947 -1.569 -4.094
H 1.070 1.273 -5.024
C -2.959 -3.003 0.153
C -2.195 -4.280 0.402
O -1.252 -4.297 -0.670
C -1.069 -3.006 -1.077
O -0.217 -2.643 -1.810
O -1.993 -2.186 -0.502
H -3.296 -2.530 1.074
H -3.818 -3.154 -0.506
H -1.648 -4.261 1.348
H -2.831 -5.162 0.378
C 0.995 -1.014 1.985
C 0.597 0.091 2.933
O -0.744 -0.285 3.281
C -0.859 -1.618 3.097
O -1.801 -2.266 3.453
O 0.207 -2.122 2.458
H 2.042 -1.241 2.017
H 0.713 -0.798 0.952
H 1.209 0.122 3.837
H 0.610 1.073 2.464
C -2.446 -3.189 6.542
C -2.717 -4.657 6.331
O -1.664 -5.276 7.075
C -1.250 -4.396 8.025
O -0.506 -4.663 8.911
O -1.801 -3.173 7.822
H -3.353 -2.589 6.560
H -1.766 -2.780 5.797
H -3.676 -4.972 6.750
H -2.676 -4.947 5.284
C 4.505 -0.048 -6.964
C 4.077 -1.369 -6.369
O 4.401 -1.206 -4.988
C 4.419 0.122 -4.723
O 4.492 0.591 -3.634
O 4.347 0.850 -5.867
H 3.886 0.259 -7.804
H 5.554 -0.047 -7.273
H 3.003 -1.540 -6.460
H 4.611 -2.217 -6.793
C -1.945 0.798 -6.934
C -1.894 2.164 -7.567
O -3.210 2.307 -8.118
C -4.040 1.485 -7.424
O -5.227 1.493 -7.526
O -3.341 0.669 -6.609
H -1.314 0.724 -6.049
H -1.672 0.003 -7.631
H -1.730 2.957 -6.834
H -1.140 2.241 -8.347
C -2.406 2.286 2.934
C -3.778 2.906 2.859
O -3.667 4.006 3.774
C -2.357 4.332 3.870
O -1.947 5.308 4.419
O -1.577 3.409 3.267
H -2.091 1.839 1.993
H -2.324 1.543 3.726
H -4.009 3.294 1.865
H -4.568 2.223 3.164
C 5.857 -1.610 -0.425
C 5.530 -0.500 0.544
O 4.210 -0.848 0.974
C 4.049 -2.179 0.789
O 3.116 -2.805 1.189
O 5.075 -2.700 0.083
H 6.913 -1.866 -0.437
H 5.531 -1.388 -1.443
H 6.192 -0.492 1.412
H 5.539 0.483 0.081
C -2.157 8.261 5.349
C -1.971 8.948 4.020
O -2.214 10.322 4.346
C -1.971 10.486 5.671
O -1.920 11.539 6.221
O -1.795 9.289 6.282
H -1.522 7.390 5.464
H -3.193 7.971 5.529
H -0.954 8.850 3.636
H -2.669 8.601 3.263
C 2.740 -6.771 0.353
C 3.629 -5.848 -0.440
O 4.760 -6.681 -0.730
C 4.352 -7.972 -0.672
O 5.004 -8.903 -1.021
O 3.098 -8.061 -0.159
H 1.682 -6.574 0.200
H 2.955 -6.744 1.423
H 3.172 -5.533 -1.380
H 3.928 -4.968 0.120
```

6.
Formula: C2H3N2O2
Source: the OMol25 dataset
Level of theory: the ωB97M-V functional and the def2-TZVPD basis

Summary:
relative energy (zero: lowest compared OMol25 entry of this formula, charge and spin): 58.97 kcal/mol
orbital gap: 6.546 eV
net charge: -1

```
9
C2H3N2O2 | the OMol25 dataset | the ωB97M-V functional and the def2-TZVPD basis
C 3.206 -0.098 0.080
C 0.582 0.107 0.348
N -0.564 -0.831 0.222
N -0.180 0.153 -0.902
O 3.546 0.924 -0.491
O 3.455 -1.218 0.507
H 0.232 0.944 1.005
H -0.291 -1.766 -0.212
H -0.772 0.980 -0.804
```

| no. | calculated total energy (eV) | HOMO energy (eV) | molar mass (g mol⁻¹) |
| --- | --- | --- | --- |
| 1 | -7493.2802 | -1.70 | 87.0 |
| 2 | -25979.2924 | -8.98 | 122.3 |
| 3 | -27305.0701 | -3.05 | 123.0 |
| 4 | -10945.7768 | -7.22 | 117.1 |
| 5 | -100918.7768 | -5.64 | 925.7 |
| 6 | -9195.1466 | -2.35 | 87.1 |